# 1
A molecular structure, C39H37FIrN7O5 in a non-equilibrium geometry, computed with ωB97M-V with the def2-TZVPD basis set.

Geometry as XYZ:
```
90
Properties=species:S:1:pos:R:3:lowdin_spin:R:1
Ir -0.31 -2.51 -1.24 0.72
C -1.82 -2.16 -4.30 0.00
C -1.00 -3.40 -4.30 0.00
C -0.84 -4.12 -5.50 0.00
C -0.04 -5.23 -5.52 0.00
C 0.59 -5.64 -4.36 0.00
C 0.37 -4.92 -3.20 0.01
N -0.41 -3.84 -3.18 0.06
C 0.98 -5.29 -1.92 0.00
C 1.83 -6.38 -1.76 0.00
C 2.34 -6.65 -0.50 0.00
C 1.95 -5.87 0.57 0.00
C 1.06 -4.83 0.35 0.00
N 0.64 -4.52 -0.88 0.05
C 0.41 -4.08 1.42 0.00
C 0.60 -4.37 2.76 0.00
C -0.20 -3.76 3.71 0.00
C -1.16 -2.87 3.29 0.00
C -1.28 -2.56 1.94 0.00
C -2.27 -1.54 1.49 0.00
N -0.49 -3.16 1.03 0.00
H -2.14 -1.91 -5.31 0.00
H -1.23 -1.33 -3.90 0.00
H -2.70 -2.28 -3.68 0.00
H -1.34 -3.76 -6.38 0.00
H 0.11 -5.79 -6.44 0.00
H 1.24 -6.50 -4.36 0.00
H 2.09 -7.01 -2.59 0.00
H 3.01 -7.48 -0.36 0.00
H 2.32 -6.08 1.56 0.00
H 1.35 -5.09 3.07 0.00
H -0.10 -4.00 4.76 0.00
H -1.84 -2.40 3.99 0.00
H -3.06 -1.42 2.23 0.00
H -2.71 -1.83 0.54 0.00
H -1.78 -0.57 1.37 0.00
O 3.21 -1.83 -3.57 0.01
C 2.36 -1.86 -2.71 0.00
O 1.08 -1.88 -2.83 0.01
C 2.84 -1.83 -1.24 0.01
C 4.18 -1.66 -0.94 0.01
C 4.53 -1.55 0.40 -0.01
C 3.53 -1.54 1.36 0.01
C 2.22 -1.70 0.96 0.01
N 1.90 -1.89 -0.32 0.15
H 4.89 -1.62 -1.75 0.00
H 5.57 -1.46 0.68 0.00
H 3.76 -1.41 2.41 0.00
H 1.41 -1.65 1.69 0.00
C -3.30 4.94 -1.64 0.00
C -3.65 4.02 -0.47 0.00
N -2.76 2.86 -0.41 0.00
C -3.14 1.72 -0.99 0.00
C -2.37 0.60 -1.10 0.00
C -2.96 -0.65 -1.75 0.00
O -4.01 -0.52 -2.34 -0.01
O -2.31 -1.75 -1.57 -0.04
C -1.04 0.60 -0.64 0.00
O -0.19 -0.33 -0.79 0.00
C -0.65 1.81 0.07 0.00
C 0.61 1.86 0.68 0.00
C 1.01 2.96 1.37 0.00
F 2.25 2.93 1.89 0.00
C 0.18 4.10 1.51 0.00
C -1.05 4.05 0.88 0.00
C -1.50 2.93 0.17 0.00
N 0.53 5.21 2.29 0.00
C 1.65 5.16 3.23 0.00
C 1.69 6.43 4.09 0.00
N 0.29 6.91 4.32 0.00
C -0.33 7.38 3.04 0.00
C 0.22 6.56 1.86 0.00
H -3.95 5.81 -1.63 0.00
H -3.44 4.43 -2.59 0.00
H -2.26 5.27 -1.58 0.00
H -4.67 3.66 -0.58 0.00
H -3.59 4.55 0.48 0.00
H -4.14 1.68 -1.42 0.00
H 1.27 1.01 0.58 0.00
H -1.71 4.90 0.97 0.00
H 2.62 5.07 2.74 0.00
H 1.52 4.28 3.87 0.00
H 2.23 7.23 3.60 0.00
H 2.17 6.22 5.04 0.00
H 0.28 7.66 5.02 0.00
H -0.26 6.13 4.71 0.00
H -0.09 8.43 2.90 0.00
H -1.41 7.29 3.14 0.00
H 1.12 7.04 1.47 0.00
H -0.52 6.56 1.07 0.00
```

Energy above the lowest of the compared OMol25 structures with the same formula, charge and spin, kcal per mole: 100.5
F_max, eV Å⁻¹: 3.09
Multiplicity: 2
Total charge: +3
Total energy, hartree: -2471.16442
HOMO (spin up / spin down), eV: -15.6 / -15.6
HOMO-LUMO gap (spin up / spin down), eV: 5.94 / 6.38
LUMO level (spin up / spin down), eV: -9.70 / -9.27

=====

# 2
A single H3NP2S molecule in a non-equilibrium geometry, computed with ωB97M-V with the def2-TZVPD basis set.

Geometry as XYZ:
```
7
Properties=species:S:1:pos:R:3:nbo_charge:R:1
N -0.48 0.06 -0.40 -1.13
P -1.25 1.45 -0.22 0.81
P 1.25 -0.52 -0.50 0.63
S 2.33 1.00 0.07 -0.61
H -1.02 -0.79 -0.91 0.43
H -0.20 1.96 0.36 -0.06
H 0.77 -1.37 0.47 -0.07
```

Energy above the lowest of the compared OMol25 structures with the same formula, charge and spin, kcal per mole: 52.5
F_max, eV Å⁻¹: 4.75
Total energy, hartree: -1137.37320
HOMO (spin up / spin down), eV: -7.6 / -7.6
HOMO-LUMO gap (spin up / spin down), eV: 5.89 / 5.89
LUMO level (spin up / spin down), eV: -1.74 / -1.74

=====

# 3
A single CH2N4O molecule in a non-equilibrium geometry, computed with ωB97M-V with the def2-TZVPD basis set.

Geometry as XYZ:
```
8
Properties=species:S:1:pos:R:3:nbo_charge:R:1
N 1.04 0.05 0.92 -0.78
C 0.08 -0.18 0.08 0.63
N -1.08 -0.61 0.38 -0.37
N -1.74 -0.47 -0.82 -0.03
N -0.95 0.02 -1.73 0.04
O 0.29 0.27 -1.13 -0.30
H 0.56 0.48 1.73 0.41
H 1.81 0.44 0.57 0.39
```

Energy above the lowest of the compared OMol25 structures with the same formula, charge and spin, kcal per mole: 39.5
F_max, eV Å⁻¹: 5.62
Structure (SMILES): Nc1nnno1
Total energy, hartree: -333.48489
HOMO, eV: -10.3
HOMO-LUMO gap, eV: 10.86
LUMO level, eV: 0.57

=====

# 4
7 unconnected molecules or ions with the total composition C35H74F4N6O10Si in a non-equilibrium geometry, computed with ωB97M-V with the def2-TZVPD basis set.

Geometry as XYZ:
```
130
Properties=species:S:1:pos:R:3:mulliken_charge:R:1
C -2.40 4.11 5.31 -1.41
C -1.48 3.07 4.64 0.20
O -2.17 2.50 3.52 -0.42
C -1.88 3.13 2.30 -1.61
C -0.69 2.50 1.52 2.54
C -0.03 3.71 0.81 -1.20
C 1.33 3.40 0.14 -0.25
O 2.23 4.51 0.35 -0.59
Si 3.24 4.39 1.68 0.79
C 2.36 4.53 3.36 -1.03
C 4.42 5.87 1.58 -1.31
C 4.30 2.82 1.71 -0.92
C -1.15 1.54 0.40 -1.48
C -2.48 0.80 0.64 -1.38
C -2.57 -0.58 -0.04 1.26
C -2.02 -1.74 0.84 -1.77
C -2.00 -0.61 -1.47 -1.62
O 0.33 1.96 2.40 0.33
C 0.25 0.66 2.66 0.13
O -0.66 0.07 3.10 -0.45
C 1.56 -0.14 2.40 0.92
F 1.23 -1.40 2.13 -0.31
F 2.23 0.31 1.34 -0.26
C 2.47 -0.21 3.64 -0.15
F 3.70 -0.49 3.23 -0.25
F 2.44 0.90 4.36 -0.25
H -2.25 4.06 6.39 0.43
H -2.28 5.11 4.91 0.30
H -3.43 3.81 5.12 0.31
H -0.54 3.49 4.29 -0.01
H -1.33 2.25 5.34 0.38
H -1.61 4.17 2.52 0.46
H -2.76 3.21 1.66 0.50
H -0.69 4.08 0.04 -0.07
H 0.11 4.54 1.50 0.43
H 1.77 2.45 0.46 -0.08
H 1.20 3.36 -0.94 0.26
H 1.43 5.09 3.32 0.30
H 3.02 5.11 4.01 0.54
H 2.24 3.57 3.85 0.12
H 4.20 6.56 2.40 0.35
H 4.29 6.42 0.65 0.29
H 5.45 5.57 1.74 0.35
H 4.39 2.38 0.72 0.27
H 5.30 3.12 2.02 0.48
H 3.95 2.11 2.45 0.03
H -0.35 0.87 0.08 0.28
H -1.33 2.18 -0.46 0.77
H -3.26 1.41 0.19 0.58
H -2.75 0.70 1.70 0.53
H -3.63 -0.79 -0.16 0.14
H -2.61 -2.62 0.59 0.57
H -0.96 -1.92 0.68 0.16
H -2.26 -1.51 1.88 0.39
H -2.01 -1.64 -1.79 0.38
H -2.69 -0.05 -2.10 0.24
H -0.98 -0.23 -1.54 0.36
H 2.15 -1.06 4.24 0.38
C 1.68 -4.58 -2.71 -0.83
N 1.23 -3.22 -2.89 0.29
C 2.01 -2.14 -2.29 -0.24
C 0.13 -2.90 -3.58 0.06
O -0.28 -1.76 -3.75 -0.59
H 1.70 -4.83 -1.65 0.26
H 2.68 -4.70 -3.13 0.27
H 0.99 -5.27 -3.22 0.30
H 1.38 -1.58 -1.59 -0.09
H 2.36 -1.46 -3.06 0.32
H 2.87 -2.55 -1.76 -0.02
H -0.40 -3.78 -3.99 0.29
C 7.84 -3.22 -1.35 -0.91
N 6.42 -2.99 -1.56 0.26
C 5.60 -2.61 -0.43 -1.02
C 5.85 -3.12 -2.77 0.06
O 4.66 -2.94 -2.99 -0.51
H 7.97 -4.03 -0.63 0.28
H 8.31 -2.31 -0.97 0.34
H 8.32 -3.50 -2.29 0.30
H 4.81 -3.35 -0.29 0.06
H 5.13 -1.64 -0.63 0.52
H 6.20 -2.55 0.47 0.37
H 6.56 -3.41 -3.56 0.24
C -5.63 -4.96 1.34 -0.98
N -5.83 -4.40 0.02 0.15
C -6.23 -5.28 -1.07 -0.99
C -5.67 -3.09 -0.24 0.06
O -5.82 -2.56 -1.32 -0.63
H -4.84 -5.71 1.30 0.35
H -6.55 -5.42 1.69 0.38
H -5.34 -4.18 2.04 0.32
H -5.48 -5.24 -1.86 0.31
H -7.19 -4.95 -1.48 0.29
H -6.32 -6.30 -0.70 0.39
H -5.36 -2.50 0.65 0.36
C -5.08 -0.24 -5.60 -0.86
N -6.09 0.42 -4.79 0.16
C -6.30 -0.03 -3.43 -0.97
C -6.84 1.43 -5.27 0.10
O -7.70 2.01 -4.65 -0.60
H -5.31 -1.30 -5.69 0.30
H -4.10 -0.13 -5.12 0.30
H -5.03 0.20 -6.59 0.31
H -7.33 -0.37 -3.31 0.31
H -6.13 0.80 -2.74 0.29
H -5.62 -0.85 -3.19 0.39
H -6.60 1.68 -6.32 0.26
C 4.66 -6.96 3.65 -0.93
N 4.74 -6.19 2.42 0.16
C 3.56 -5.49 1.95 -0.83
C 5.87 -6.11 1.70 0.06
O 5.99 -5.47 0.67 -0.53
H 3.90 -7.74 3.54 0.33
H 4.39 -6.31 4.48 0.33
H 5.62 -7.43 3.87 0.29
H 3.29 -5.84 0.96 0.30
H 3.77 -4.42 1.89 0.18
H 2.73 -5.65 2.64 0.38
H 6.71 -6.68 2.14 0.26
C -1.80 6.41 -4.00 -0.94
N -1.87 6.43 -2.55 0.15
C -0.94 7.26 -1.80 -0.79
C -2.78 5.71 -1.87 0.09
O -2.88 5.68 -0.65 -0.61
H -0.82 6.06 -4.31 0.34
H -1.96 7.42 -4.38 0.34
H -2.56 5.75 -4.41 0.29
H -0.35 6.63 -1.13 0.15
H -1.48 7.98 -1.20 0.30
H -0.27 7.78 -2.49 0.38
H -3.44 5.11 -2.52 0.33
```

F_max, eV Å⁻¹: 2.96
Structure (SMILES): CCOC[C@](CCO[Si](C)(C)C)(CCC(C)C)OC(=O)C(F)(F)C(F)F.CN(C)C=O.CN(C)C=O.CN(C)C=O.CN(C)C=O.CN(C)C=O.CN(C)C=O
Total energy, hartree: -3147.92764
HOMO, eV: -8.7
HOMO-LUMO gap, eV: 9.05
LUMO level, eV: 0.32